Entry w
Computed, not measured: the molecule C5H6N2S, with the ωB97M-V functional and the def2-TZVPD basis.

Positions of all 14 atoms, in Å:
C -0.01916 -2.09368 -0.10104
C -0.48668 -0.99451 -0.84963
C -0.29716 0.34568 -0.55057
C 0.15558 2.32265 0.39832
C 0.38356 1.00047 0.52698
H -0.30445 -3.04965 -0.55286
H -1.05472 -1.22168 -1.76164
H -1.70491 1.20924 -1.77944
H -0.41959 3.31333 -1.26828
H 0.52661 3.13921 0.95285
H 0.93658 0.48829 1.33661
N -0.81314 1.34542 -1.34047
N -0.69835 2.57278 -0.66660
S 0.88651 -2.17436 1.28612

The calculation puts the LUMO energy at -0.06 eV. Its molar mass is 126.18 g/mol. Its SMILES is S=C/C=C1\C=CNN1. The HOMO energy is -7.4 eV. As for the charge: 0. The value obtained for the gap between HOMO and LUMO is 0.2707 Eh.

=====

Entry x
Computed, not measured: the molecule C5H6N2S, with the ωB97M-V functional and the def2-TZVPD basis.

Positions of all 14 atoms, in Å:
C 0.96821 -1.17176 1.33553
C 1.14037 0.17192 1.57120
C 0.23442 -1.29029 0.18641
C 0.39508 0.89730 0.63782
C -1.38742 1.06748 -1.80415
N -0.13449 -0.07511 -0.20751
N -0.92211 0.01828 -1.29103
S -2.28513 0.69095 -3.22148
H 1.37061 -1.93365 1.86715
H 1.66982 0.74173 2.27323
H 0.01705 -2.16156 -0.32003
H 0.07051 1.85709 0.40616
H -1.19849 2.00995 -1.38789
H -1.79428 -0.54565 -3.08474

The calculation puts the LUMO energy at 0.82 eV. Its molar mass is 126.18 g/mol. Its SMILES is S/C=N/n1cccc1. The HOMO energy is -8.4 eV. As for the charge: 0. The value obtained for the gap between HOMO and LUMO is 0.3397 Eh.

=====

Entry y
Computed, not measured: the molecule C5H6N2S, with the ωB97M-V functional and the def2-TZVPD basis.

Positions of all 14 atoms, in Å:
C -1.06193 0.83171 -1.39736
C 0.40193 -1.59518 -0.75030
C 0.46427 -2.06456 0.46781
C -0.80463 0.25210 1.00963
C -0.22317 0.88958 -0.30301
N -1.82347 1.05487 -2.24706
N 0.93633 1.70041 -0.16671
S 0.18317 -0.97467 1.94918
H 0.72484 -1.72415 -1.73727
H 1.03998 -2.89058 0.72671
H -0.84528 1.14157 1.74042
H -1.81508 -0.13895 0.83232
H 1.24845 1.82593 0.81819
H 1.57458 1.69192 -0.94256

The calculation puts the LUMO energy (spin up / spin down) at -0.80 / -0.80 eV. Its molar mass is 126.18 g/mol. The HOMO energy (spin up / spin down) is -7.7 / -7.7 eV. As for the charge: 0. The value obtained for the gap between HOMO and LUMO (spin up / spin down) is 0.2548 / 0.2550 Eh.

=====

Entry z
Computed, not measured: the molecule C5H6N2S, with the ωB97M-V functional and the def2-TZVPD basis.

Positions of all 14 atoms, in Å:
C -1.27622 0.63520 0.00771
C -2.31162 -0.18862 0.18980
C -1.75839 -1.64140 -0.04243
C -0.39164 -1.45582 -0.13796
C 1.24836 0.46326 -0.06208
H -2.14650 2.42603 -0.41768
H -0.78769 2.58638 0.78396
H -3.37796 -0.10754 0.45656
H -2.26851 -2.61874 -0.17004
H 0.28221 -2.27674 0.19875
H 1.21912 1.45686 -0.54899
N -1.39549 1.92506 -0.10197
N -0.04728 -0.08468 -0.05102
S 2.75724 -0.07654 0.06488

The calculation puts the LUMO energy at -0.24 eV. Its molar mass is 126.18 g/mol. Its SMILES is Nc1cccn1C=S. The HOMO energy is -8.3 eV. As for the charge: 0. The value obtained for the gap between HOMO and LUMO is 0.2954 Eh.

=====

The computed energies, referenced to the most stable structure and given in kJ/mol, are entry w 0.0; entry x 64.6; entry y 294.2; entry z 117.5.

=====

Entry w
Computed, not measured: the molecule C11H22N2O3, with the ωB97M-V functional and the def2-TZVPD basis.

Positions of all 38 atoms, in Å:
O -1.31170 1.40568 -0.74995
O 2.78170 2.45140 0.87493
O 1.35178 3.62830 2.09097
C -0.42687 0.51768 -0.75156
C 1.72155 2.45261 1.38203
N -0.56418 -0.58961 -1.61311
N 0.73102 0.64186 -0.00973
C -1.28673 0.16316 -3.85618
C -3.00901 -0.70369 -2.22377
C -1.28874 -2.27635 -3.10589
C 0.76943 0.68279 3.74505
C 0.35593 -1.25914 2.11496
C 2.62509 -0.18594 2.31704
C -1.51141 -0.81725 -2.70818
C 1.09661 0.11252 2.39755
C 0.76394 1.22297 1.30936
H 2.11750 4.25298 1.93558
H 0.26532 -1.19167 -1.61537
H 1.22212 -0.23245 -0.11740
H -1.53212 1.18535 -3.45920
H -1.90098 -0.05932 -4.76832
H -0.23153 0.02804 -4.02107
H -3.17141 0.18962 -1.57287
H -3.64540 -0.56510 -3.05418
H -3.40854 -1.64644 -1.69910
H -1.75707 -3.03178 -2.43983
H -0.27239 -2.47617 -3.15511
H -1.70492 -2.49602 -4.12048
H 1.08114 1.69478 3.81419
H 1.14242 0.06196 4.51598
H -0.25739 0.75043 3.95239
H 0.74561 -2.08314 2.70060
H -0.69314 -1.12562 2.34239
H 0.49258 -1.64190 1.07614
H 3.17788 0.48777 3.01980
H 2.73952 -1.19239 2.68026
H 2.97191 -0.15005 1.22220
H -0.17952 1.79415 1.54988

The calculation puts the LUMO energy at 0.55 eV. Its molar mass is 230.31 g/mol. Its SMILES is CC(C)(C)NC(=O)N[C@H](C(=O)O)C(C)(C)C. The HOMO energy is -9.5 eV. As for the charge: 0. The value obtained for the gap between HOMO and LUMO is 0.3711 Eh.

=====

Entry x
Computed, not measured: the molecule C11H22N2O3, with the ωB97M-V functional and the def2-TZVPD basis.

Positions of all 38 atoms, in Å:
C -0.06868 0.17895 -1.70130
C -0.09280 1.47844 -0.96939
C 0.14053 0.46163 -3.29127
C 1.66112 0.80425 -3.82140
C -0.44967 -0.75982 -4.04180
C 0.23759 -0.10077 1.01668
C -1.21286 -0.41817 1.57951
C 1.08011 0.08712 2.17394
C 0.65139 1.08198 3.21012
C 1.42867 -1.24296 2.88157
C 1.49218 -2.60045 1.97761
H -2.25089 -0.26153 -1.58337
H -1.15025 -1.43973 -1.90173
H 0.67893 -0.41024 -1.35203
H -0.61559 1.27316 -3.43015
H 2.11333 1.61679 -3.12046
H 2.42259 -0.05687 -4.25398
H 1.43061 1.42553 -4.80728
H -0.59100 -0.39321 -5.09081
H 0.28420 -1.60186 -4.06688
H -1.54444 -1.03297 -3.70440
H 0.05558 1.74190 1.11268
H 0.70513 -0.72760 0.33546
H 2.14910 0.47821 1.83057
H -0.29111 0.65553 3.83678
H 0.42588 2.15867 2.80210
H 1.44811 1.17433 3.87509
H 0.68450 -1.43915 3.75858
H 2.63033 -1.28250 3.23311
H 2.43791 -2.83622 1.27912
H 1.59291 -3.34092 2.89928
H 0.53960 -2.79977 1.36719
H -2.52274 -1.41647 2.01859
N -1.17829 -0.58579 -1.40930
N 0.20830 1.16208 0.25576
O -0.60122 2.58402 -1.40927
O -1.97197 0.45094 1.89517
O -1.55786 -1.70249 1.88307

The calculation puts the LUMO energy at 0.60 eV. Its molar mass is 230.31 g/mol. Its SMILES is CC[C@H](C)[C@H](NC(=O)[C@@H](N)C(C)C)C(=O)O. The HOMO energy is -9.1 eV. As for the charge: 0. The value obtained for the gap between HOMO and LUMO is 0.3568 Eh.

=====

The computed energies, referenced to the most stable structure and given in kJ/mol, are entry w 0.0; entry x 447.2.

=====

Entry w
Computed, not measured: a cluster of 2 separate species, C2H7O4P in total, with the ωB97M-V functional and the def2-TZVPD basis.

Positions of all 14 atoms, in Å:
C -1.85932 0.68087 -0.10622
C 0.68392 -2.06021 0.63777
O -2.54240 -0.24357 -0.91274
O 2.17457 2.01335 -0.76534
O 0.55426 0.53183 1.26293
O -0.09299 -1.27996 -0.29594
P -0.18362 0.28903 0.04558
H -2.01140 1.65863 -0.32951
H 1.60817 -1.60231 0.70757
H 0.68909 -3.17240 0.49944
H 0.20090 -1.81195 1.61888
H -3.19456 0.21415 -1.40599
H 2.05555 2.90746 -1.11440
H 1.91782 1.87508 0.15796

The calculation puts the LUMO energy (spin up / spin down) at -0.56 / -0.56 eV. Its molar mass is 126.05 g/mol. The HOMO energy (spin up / spin down) is -8.5 / -8.5 eV. As for the charge: 0. The value obtained for the gap between HOMO and LUMO (spin up / spin down) is 0.2932 / 0.2933 Eh.

=====

Entry x
Computed, not measured: the molecule C2H7O4P, with the ωB97M-V functional and the def2-TZVPD basis.

Positions of all 14 atoms, in Å:
C 0.95926 1.62350 0.29658
C -0.17486 -1.82814 1.00889
O 0.30847 1.71996 1.51470
O -1.47437 -0.21062 -1.59061
O 1.17929 0.19430 -1.95605
O 0.61740 -1.21966 -0.08209
P 0.34650 0.23854 -0.65314
H 0.89928 2.63951 -0.14100
H -1.14672 -1.33197 1.29442
H 0.44846 -2.05352 1.97976
H -0.40557 -2.75452 0.55319
H -0.21667 2.59900 1.60571
H -1.94805 0.47781 -1.17243
H 0.60758 -0.09419 -2.65792

The calculation puts the LUMO energy (spin up / spin down) at 0.10 / 0.10 eV. Its molar mass is 126.05 g/mol. Its SMILES is COP(O)(O)=CO. The HOMO energy (spin up / spin down) is -7.9 / -7.9 eV. As for the charge: 0. The value obtained for the gap between HOMO and LUMO (spin up / spin down) is 0.2936 / 0.2936 Eh.

=====

The computed energies, referenced to the most stable structure and given in kJ/mol, are entry w 0.0; entry x 33.9.